Below is a cluster of 16 separate species, C83H193N11O25 in total, with properties calculated with ωB97M-V/def2-TZVPD.

Calculated values
* max |F|: 4.622 eV/A
* E_tot: -5759.44877 hartree
* net charge: +6
* spin multiplicity: 1

Geometry (Å):
C: 7.11220 -1.22824 -7.12801
C: 6.66728 -1.84038 -5.90033
C: 6.17753 -0.72838 -4.96765
N: 5.77155 -1.22194 -3.59744
C: 6.87001 -1.87061 -2.81221
C: 4.63508 -2.17978 -3.65050
C: 3.81076 -1.82735 -2.35970
C: 4.50885 -0.67891 -1.71752
C: 5.31632 -0.04921 -2.83161
H: 6.24594 -0.94496 -7.73994
H: 7.65278 -1.84981 -7.81208
H: 7.58164 -0.30850 -7.05910
H: 7.47988 -2.39086 -5.33931
H: 5.93246 -2.62497 -6.05464
H: 5.23246 -0.25898 -5.33821
H: 6.92793 0.05856 -4.78124
H: 6.53571 -2.26167 -1.86701
H: 7.58333 -1.09378 -2.64649
H: 7.30996 -2.59091 -3.49730
H: 4.96415 -3.18518 -3.54153
H: 4.13038 -2.05434 -4.60546
H: 3.85688 -2.70092 -1.73690
H: 2.80310 -1.58780 -2.64823
H: 5.08191 -1.01401 -0.84913
H: 3.90193 0.03378 -1.22105
H: 6.23170 0.55567 -2.59187
H: 4.65206 0.48968 -3.52430
C: 4.31818 8.64683 -2.50550
C: 2.89705 9.18298 -2.26531
C: 1.79208 8.33273 -2.84502
N: 0.53501 8.92634 -3.35282
C: 0.82266 9.88299 -4.45956
C: -0.22334 9.54907 -2.24504
C: -1.60067 9.68153 -2.87045
C: -1.72605 8.52922 -3.89047
C: -0.34887 7.86224 -3.86612
H: 4.50892 7.97329 -1.66457
H: 5.00581 9.52868 -2.47986
H: 4.47005 8.04540 -3.42573
H: 2.96953 10.21929 -2.70429
H: 2.66175 9.41307 -1.17897
H: 1.50457 7.47203 -2.13931
H: 2.22752 7.85820 -3.76827
H: 1.28564 10.80417 -4.10085
H: -0.09671 10.05523 -5.06577
H: 1.43576 9.31745 -5.15177
H: 0.24121 10.46273 -1.99288
H: -0.10322 8.95868 -1.27875
H: -1.81903 10.63768 -3.31486
H: -2.33689 9.51459 -2.06348
H: -2.03986 8.94533 -4.87316
H: -2.49455 7.80916 -3.66193
H: 0.03734 7.57932 -4.82332
H: -0.31710 7.01999 -3.13817
C: -4.70379 5.10368 -2.32968
C: -4.64125 5.18918 -3.85901
C: -5.55684 4.14016 -4.52148
N: -4.91833 2.78913 -4.69030
C: -4.17354 2.34294 -3.48745
C: -3.98830 2.75173 -5.92135
C: -4.77229 2.11572 -7.06081
C: -6.18540 2.01678 -6.59948
C: -6.00854 1.85895 -5.09412
H: -5.71771 5.22541 -1.91991
H: -4.00588 5.88090 -1.96761
H: -4.36458 4.16795 -1.91284
H: -3.61707 5.15993 -4.29788
H: -5.10444 6.16816 -4.15316
H: -5.89469 4.54163 -5.48507
H: -6.42543 4.05014 -3.86845
H: -4.91002 2.21521 -2.72899
H: -3.44407 3.11824 -3.19405
H: -3.73688 1.37155 -3.73359
H: -3.11026 2.20551 -5.64256
H: -3.74308 3.77280 -6.13169
H: -4.32033 1.13060 -7.15935
H: -4.56148 2.68781 -7.99143
H: -6.81080 1.24398 -7.02304
H: -6.75532 2.92667 -6.79579
H: -5.70283 0.81754 -4.77520
H: -6.91059 2.07900 -4.59747
C: -3.51792 3.21317 4.32153
C: -2.49588 2.45252 5.16108
C: -2.86037 2.59859 6.57252
N: -2.15547 1.74133 7.60069
C: -2.63584 0.30518 7.60894
C: -2.40352 2.32758 8.98304
C: -1.48713 3.54504 9.06640
C: -0.35828 3.24563 7.98848
C: -0.67695 1.80863 7.63474
H: -3.22887 3.26902 3.28208
H: -3.83938 4.14305 4.74808
H: -4.45146 2.52695 4.27173
H: -1.44968 2.75076 5.04998
H: -2.61224 1.40592 4.82368
H: -3.91637 2.35643 6.81495
H: -2.76067 3.62366 6.89414
H: -2.09491 -0.15014 8.46504
H: -2.26045 -0.19208 6.65776
H: -3.70684 0.31363 7.71790
H: -2.09739 1.64890 9.82003
H: -3.47657 2.56681 9.06956
H: -1.03444 3.63416 10.07753
H: -2.05095 4.43305 8.79503
H: 0.66171 3.22149 8.39986
H: -0.30967 3.89628 7.14073
H: -0.31803 1.28584 8.51755
H: -0.26239 1.35090 6.73912
C: -6.70207 -4.46828 6.97676
C: -5.63421 -3.76544 6.13872
C: -6.08589 -3.85110 4.67797
N: -5.13918 -3.06170 3.75354
C: -5.23089 -1.63669 4.12639
C: -5.59623 -3.26607 2.30733
C: -4.35001 -3.03376 1.47154
C: -3.14449 -3.42925 2.40867
C: -3.74996 -3.54732 3.84633
H: -6.38061 -4.63050 8.02836
H: -6.91891 -5.44321 6.46884
H: -7.62773 -3.81632 7.06927
H: -4.67897 -4.27528 6.24039
H: -5.50989 -2.71267 6.46940
H: -7.18039 -3.56898 4.52933
H: -6.01117 -4.85937 4.34613
H: -4.60152 -1.40772 4.98580
H: -6.26186 -1.41176 4.40306
H: -4.95244 -0.98126 3.30630
H: -6.46786 -2.60396 2.12066
H: -5.95526 -4.26914 2.27797
H: -4.22672 -2.02584 1.11830
H: -4.43148 -3.60809 0.53995
H: -2.40366 -2.65998 2.26027
H: -2.74408 -4.36959 2.10555
H: -3.12807 -2.99488 4.55035
H: -3.73511 -4.65064 4.09797
C: 4.11529 3.11688 6.99171
C: 3.10520 3.03643 5.85768
C: 3.60205 3.77062 4.52848
N: 2.88856 3.31331 3.27026
C: 1.40749 3.52559 3.29705
C: 3.12044 1.84303 2.97085
C: 3.33893 1.70175 1.45626
C: 3.20693 3.15152 0.92953
C: 3.56926 4.01263 2.07482
H: 5.05300 2.56953 6.79730
H: 3.77523 2.64160 7.89354
H: 4.36456 4.15911 7.16143
H: 2.11163 3.50600 6.06211
H: 2.87084 1.98265 5.63010
H: 4.66293 3.67778 4.36394
H: 3.45094 4.81500 4.52416
H: 1.01640 3.12767 2.36026
H: 1.02625 4.50672 3.36729
H: 0.98903 2.96356 4.15684
H: 2.33150 1.27295 3.46650
H: 4.04141 1.50183 3.47496
H: 2.71579 0.93509 1.03563
H: 4.30514 1.24516 1.24100
H: 2.18535 3.32619 0.62430
H: 3.84313 3.36171 0.05996
H: 3.12255 4.99458 2.06131
H: 4.63390 3.86596 2.27683
C: 7.06785 -10.97579 -0.81242
O: 7.37956 -9.65677 -0.36254
C: 8.14655 -9.62429 0.80148
C: 7.19625 -9.19839 1.90371
N: 6.58889 -7.92590 1.59289
H: 7.25619 -7.15070 1.66556
H: 6.33127 -7.88626 0.56014
C: 5.39559 -7.59314 2.42251
C: 5.83083 -6.53164 3.43929
O: 5.93287 -5.37971 2.61265
C: 6.07200 -4.30609 3.56566
H: 6.55704 -11.58309 -0.01740
H: 7.99150 -11.51957 -0.94867
H: 6.49290 -10.86035 -1.68461
H: 9.08706 -9.01489 0.75005
H: 8.35280 -10.67087 1.03284
H: 7.65960 -9.14190 2.89192
H: 6.43273 -9.97072 2.07130
H: 5.11100 -8.54844 2.81387
H: 4.58979 -7.22269 1.81777
H: 6.66397 -6.69958 4.07315
H: 5.04503 -6.41891 4.21678
H: 6.55862 -3.43009 3.12349
H: 6.58557 -4.68567 4.42643
H: 5.04770 -3.92991 3.87530
C: 2.64725 -7.97696 -4.97931
O: 4.01062 -7.74678 -5.29675
C: 4.44155 -6.50723 -4.79832
C: 5.93600 -6.43049 -4.92784
N: 6.53108 -7.23244 -3.74324
H: 7.45205 -6.82510 -3.48686
H: 5.87587 -7.06465 -2.95932
C: 6.48355 -8.71479 -3.88730
C: 7.86386 -9.43661 -3.92440
O: 8.75080 -8.73957 -4.73174
C: 9.87693 -9.44465 -5.17130
H: 2.39620 -8.93622 -5.41811
H: 1.87550 -7.36847 -5.45107
H: 2.56063 -7.84245 -3.92283
H: 4.20523 -6.29948 -3.76458
H: 3.94173 -5.59284 -5.30981
H: 6.28874 -5.41084 -4.88698
H: 6.38969 -6.87278 -5.78260
H: 5.88674 -8.98364 -4.78682
H: 5.88622 -9.17029 -3.10646
H: 7.68649 -10.44707 -4.32037
H: 8.14164 -9.47470 -2.85170
H: 10.37185 -8.96290 -6.02703
H: 9.55955 -10.46909 -5.41920
H: 10.52267 -9.47047 -4.27394
C: 0.59284 -3.75936 -1.74876
O: 0.04122 -2.40920 -2.00372
C: -0.09298 -1.64364 -0.86004
C: -1.08383 -0.58149 -1.08446
N: -0.91213 0.52256 -0.07568
H: -0.95478 0.12048 0.88066
H: 0.05778 0.83698 -0.24891
C: -1.89151 1.64010 -0.32671
C: -1.79582 2.72433 0.79010
O: -0.70260 3.60177 0.64484
C: -0.98060 4.57044 -0.32762
H: -0.10691 -4.33702 -1.22455
H: 1.46245 -3.71289 -1.10146
H: 0.92489 -4.22160 -2.65613
H: 0.88975 -1.20056 -0.60881
H: -0.31045 -2.32821 -0.04180
H: -2.11093 -0.97971 -1.02593
H: -0.92383 -0.00220 -2.02786
H: -2.87586 1.18592 -0.32565
H: -1.62936 1.99631 -1.34317
H: -1.62545 2.15760 1.72716
H: -2.72498 3.29190 0.72405
H: -0.80440 4.21754 -1.37727
H: -0.27654 5.39150 -0.14843
H: -1.96829 5.03377 -0.18559
C: -2.97801 -6.37353 -3.15420
O: -3.51469 -5.54004 -4.15341
C: -3.98622 -4.35601 -3.56757
C: -4.78082 -3.66613 -4.69868
N: -5.92116 -4.55574 -5.04496
H: -5.88680 -4.87785 -6.05396
H: -5.82697 -5.39593 -4.51958
C: -7.27367 -4.06272 -4.56012
C: -8.03142 -5.33265 -4.51071
O: -7.29005 -6.18464 -3.71738
C: -8.03999 -7.27358 -3.32257
H: -3.60400 -6.30118 -2.27573
H: -1.94193 -6.09774 -2.87483
H: -2.86303 -7.36104 -3.62804
H: -3.23237 -3.58555 -3.24641
H: -4.55990 -4.58149 -2.66150
H: -4.09906 -3.59781 -5.56108
H: -5.22921 -2.73464 -4.31147
H: -7.74294 -3.30213 -5.26966
H: -7.07536 -3.54916 -3.59903
H: -8.10029 -5.76414 -5.55966
H: -9.05219 -5.30740 -4.12280
H: -7.36672 -7.88694 -2.74650
H: -8.35566 -7.90955 -4.18664
H: -8.88690 -6.95235 -2.71232
C: -5.05514 6.16055 6.69086
O: -3.73166 5.93369 6.30795
C: -3.00227 7.12090 6.00175
C: -3.32761 7.73368 4.66968
N: -2.72018 6.89358 3.53387
H: -1.63655 6.64143 3.57137
H: -3.13215 5.94802 3.70623
C: -3.07114 7.32203 2.17148
C: -4.35362 6.64831 1.63967
O: -4.14478 5.23998 1.80912
C: -5.28609 4.45226 1.57612
H: -5.19306 6.88218 7.47728
H: -5.43615 5.25943 7.11376
H: -5.66242 6.35986 5.75825
H: -1.93928 6.92551 6.00517
H: -3.20603 7.92402 6.78167
H: -2.88754 8.71861 4.54071
H: -4.40378 7.98118 4.41671
H: -2.23727 6.98375 1.60687
H: -3.01282 8.36935 2.04402
H: -4.57012 6.90073 0.56793
H: -5.15936 6.99519 2.28356
H: -6.00289 4.56182 2.37095
H: -4.96499 3.40665 1.60947
H: -5.76534 4.56988 0.63968
O: 5.95335 -4.48364 -0.17345
C: 5.83741 -5.42453 -1.20776
O: 5.76769 -4.89352 -2.36309
O: 5.86105 -6.63726 -0.92771
H: 6.02374 -4.98431 0.65619
O: 2.59928 1.71324 -3.01643
C: 1.59412 1.77339 -1.97106
O: 0.83066 2.73794 -2.11228
O: 1.65861 0.89535 -1.08438
H: 2.42086 2.48986 -3.55992
O: 1.68504 7.28428 2.73485
C: 0.38003 7.03223 2.50075
O: -0.15379 6.34206 3.44516
O: -0.10571 7.32000 1.39949
H: 2.03125 7.80045 1.97743
O: -6.17357 -1.04754 -1.89062
C: -4.75495 -0.70842 -2.29738
O: -4.00677 -0.33664 -1.33987
O: -4.53798 -0.83369 -3.48836
H: -6.15843 -0.70968 -0.98275
O: 0.02148 -0.99677 3.78184
C: -1.34623 -0.69649 3.66938
O: -2.03318 -0.94646 4.61565
O: -1.73080 -0.34160 2.56834
H: 0.02321 -1.32445 4.70850

=====

Below is the ion C6H11N2O with charge +1, with properties calculated with ωB97M-V/def2-TZVPD.

Calculated values
* max |F|: 5.905 eV/A
* energy relative to the best compared isomer or geometry (same formula, charge and spin): 103.3 kcal per mole
* net charge: +1
* spin multiplicity: 1

Geometry (Å):
C: 1.62256 -0.84210 -0.03036
C: 2.29913 0.34087 0.03550
C: -0.19705 0.39295 -0.51901
C: -2.00761 0.87881 1.03937
C: -0.73483 -1.82604 -0.46942
C: -1.42214 1.07335 -0.42709
N: 0.29407 -0.75559 -0.42073
N: 1.55581 1.43840 0.00432
O: 3.57454 0.50356 0.07078
H: 2.06205 -1.81347 0.12632
H: -1.30831 1.13888 1.79643
H: -2.18266 -0.18753 1.18874
H: -2.92268 1.42981 1.13122
H: -0.88656 -2.30021 0.53488
H: -1.58740 -1.53157 -0.98816
H: -0.30823 -2.60080 -1.01774
H: -1.47783 2.13463 -0.75979
H: -2.24568 0.62434 -0.93656
H: 1.82082 2.26466 -0.58594
H: 4.05201 -0.36298 0.22723

=====

Below is a structure of composition C31H33AsIN2O8S2W, with properties calculated with ωB97M-V/def2-TZVPD.

Calculated values
* max |F|: 0.782 eV/A
* energy relative to the best compared isomer or geometry (same formula, charge and spin): 25.0 kcal per mole
* net charge: -1
* spin multiplicity: 1

Geometry (Å):
W: -0.04755 -0.56623 -0.90120
O: -3.92211 -1.05307 -5.86067
C: -3.09145 -0.90535 -4.79874
C: -2.36973 0.27334 -4.58235
C: -1.55510 0.32554 -3.47364
N: -1.46855 -0.69283 -2.63449
C: -2.12338 -1.81671 -2.83418
C: -2.96730 -1.97486 -3.91873
C: -1.84236 -2.82258 -1.75861
O: -2.32831 -3.92683 -1.74537
O: -1.06470 -2.32545 -0.82516
C: -0.69635 1.49519 -3.06386
O: -0.63617 2.50063 -3.74092
O: -0.13992 1.30356 -1.90480
H: -3.92287 -0.24285 -6.38172
H: -2.42075 1.13037 -5.24055
H: -3.50259 -2.90130 -4.06353
C: 1.96615 0.87979 2.08045
C: 1.00014 1.88743 1.55219
C: 1.12485 3.21762 2.03861
C: 0.22326 4.16221 1.66950
C: -0.88960 3.77738 0.88813
C: -1.91816 4.69814 0.55761
C: -3.02218 4.26715 -0.11213
C: -3.15135 2.90057 -0.44291
C: -2.17644 1.98372 -0.13380
S: -2.46872 0.28553 -0.34784
C: -0.96988 2.43541 0.48807
N: 0.03671 1.53669 0.72751
H: 2.76473 1.36961 2.63814
H: 2.39498 0.27512 1.29087
H: 1.40493 0.22038 2.74491
H: 1.95271 3.45579 2.69209
H: 0.32291 5.19023 1.99734
H: -1.80832 5.73285 0.85858
H: -3.81064 4.96154 -0.37211
H: -4.04900 2.54032 -0.92900
C: 4.33573 2.31180 -0.13088
As: 2.77954 1.69499 -1.16431
C: 3.72342 1.29224 -2.82606
C: 2.13816 3.46749 -1.67876
S: 1.20791 -1.14185 -2.62112
H: 4.98043 2.94535 -0.74184
H: 4.90243 1.45906 0.24667
H: 3.97498 2.87696 0.73081
H: 4.35996 2.12654 -3.12779
H: 2.99393 1.08337 -3.60840
H: 4.32914 0.39506 -2.68731
H: 2.97448 4.12829 -1.91679
H: 1.56304 3.88780 -0.85145
H: 1.46223 3.37367 -2.52672
C: 1.64527 -3.60753 -0.16077
C: 2.16482 -2.33923 0.50305
C: 3.55414 -1.97631 -0.00632
C: 2.15691 -2.52202 2.01648
O: 1.29063 -1.24182 0.18245
H: 2.33420 -4.42801 0.05368
H: 1.57100 -3.48453 -1.24024
H: 0.65941 -3.85645 0.22639
H: 4.25593 -2.77674 0.23467
H: 3.90577 -1.05512 0.46325
H: 3.53474 -1.82856 -1.08603
H: 2.72559 -3.41957 2.26795
H: 1.13093 -2.63081 2.36624
H: 2.61159 -1.67309 2.52435
I: -4.24261 -5.49843 5.70564
C: -3.28139 -3.96009 4.65679
C: -3.11231 -2.72976 5.27125
C: -2.47378 -1.71744 4.56857
C: -2.00559 -1.93001 3.27907
C: -2.19227 -3.17228 2.68406
C: -2.83233 -4.19719 3.36639
C: -1.29789 -0.79948 2.52485
O: -1.24235 0.30790 3.06928
O: -0.79566 -1.16528 1.42391
H: -3.47443 -2.56376 6.27685
H: -2.32678 -0.73741 5.00465
H: -1.83581 -3.31518 1.67147
H: -2.98099 -5.16062 2.89836

=====

Below is an isolated molecule of C3H7ClO, with properties calculated with ωB97M-V/def2-TZVPD.

Calculated values
* max |F|: 3.981 eV/A
* SMILES: C[C@@H](Cl)CO
* energy relative to the best compared isomer or geometry (same formula, charge and spin): 10.6 kcal per mole
* net charge: 0
* spin multiplicity: 1

Geometry (Å):
C: -0.09390 1.70248 -0.33597
C: -0.07532 0.48080 0.63724
C: 1.28168 -0.32018 0.62691
H: 0.42241 1.50150 -1.23811
H: 0.43676 2.36757 0.19304
H: -1.14089 1.90227 -0.52251
H: -0.43838 0.91290 1.55780
H: 1.16185 -1.25813 1.22336
H: 2.11869 0.31164 0.99830
H: 0.81715 -0.35830 -1.15431
O: 1.63928 -0.70491 -0.65874
Cl: -1.36274 -0.64228 -0.07981

=====

Below is an isolated molecule of C4H4ClNS, with properties calculated with ωB97M-V/def2-TZVPD.

Calculated values
* max |F|: 2.060 eV/A
* SMILES: Sc1c[nH]cc1Cl
* energy relative to the best compared isomer or geometry (same formula, charge and spin): 5.0 kcal per mole
* net charge: 0
* spin multiplicity: 1

Geometry (Å):
C: -0.59367 0.49041 -0.18169
C: -1.51396 -0.00025 -1.07584
C: 0.05114 -1.58074 -0.86404
C: 0.35060 -0.58546 -0.02013
H: -1.35952 2.71061 -0.04506
H: -2.42840 0.44112 -1.38155
H: -1.76107 -1.89449 -1.99549
H: 0.56876 -2.54808 -0.95273
N: -1.09222 -1.24757 -1.55898
S: -0.43185 2.03035 0.67381
Cl: 1.75122 -0.72974 1.02100

=====

Below is an isolated molecule of C4H6OS, with properties calculated with ωB97M-V/def2-TZVPD.

Calculated values
* max |F|: 4.161 eV/A
* energy relative to the best compared isomer or geometry (same formula, charge and spin): 98.3 kcal per mole
* net charge: 0
* spin multiplicity: 1

Geometry (Å):
C: -0.05963 -1.28188 -1.14656
C: 1.06113 0.85789 -0.16293
C: -0.82808 0.23023 1.47091
C: -0.19228 0.11373 -0.75996
O: 0.84296 -1.94651 -0.80451
S: 0.29002 1.62609 1.27808
H: -0.91083 -1.67237 -1.64494
H: 1.66008 -0.02262 -0.09232
H: 1.41480 1.57238 -0.87979
H: -1.68143 0.53871 2.04756
H: -0.53257 -0.71816 1.91361
H: -1.06419 0.70251 -1.21915